1.
Formula: C5H14N2
Source: OMol25
Level of theory: wB97M-V/def2-TZVPD

```
21
Properties=species:S:1:pos:R:3:lowdin_charge:R:1
C 0.1899 0.0166 -0.3144 -0.2980
C -1.2315 0.7525 -0.2464 -0.3177
C -1.5607 1.0381 1.3349 -0.0808
C -0.7965 2.1277 -0.8294 -0.1275
N 0.0407 -1.2289 0.3347 -0.0812
C 0.9446 -2.2247 -0.2076 -0.2963
N 2.3266 -1.5787 -0.3991 -0.0338
H 0.4234 -0.0523 -1.3586 0.0997
H 1.0521 0.7294 -0.0637 0.1190
H -1.9728 0.1999 -0.7684 0.1079
H -2.0288 0.2608 1.9419 0.0571
H -0.7992 1.5507 1.8194 0.0331
H -2.3250 1.8741 1.4785 0.0777
H 0.2382 2.4027 -0.3449 0.0985
H -1.5758 2.9517 -0.5981 0.0932
H -0.6089 2.0116 -1.8937 0.0588
H 0.1434 -1.1985 1.3743 0.1296
H 0.6599 -2.7210 -1.1518 0.0989
H 1.1104 -3.2046 0.4427 0.1284
H 2.9212 -2.0001 -1.0931 0.0370
H 2.8488 -1.7074 0.5428 0.0961
```

Energy relative to the best compared isomer or geometry (same formula, charge and spin) = 223.69 kJ/mol
DFT total energy = -8390.3006 eV
SMILES = CC(C)CNCN
F_max = 0.106 Eh/bohr
Orbital gap = 0.361 hartree


2.
Formula: C43H43N6O3PS2V
Source: OMol25
Level of theory: wB97M-V/def2-TZVPD

```
99
Properties=species:S:1:pos:R:3:lowdin_spin:R:1
V 0.2743 0.2310 -1.4512 1.2699
C 4.1620 0.3280 6.3622 0.0000
O 2.8837 0.3359 5.7536 0.0001
C 2.4433 1.5018 5.2145 0.0001
C 1.1933 1.4417 4.5973 0.0000
C 0.6347 2.5693 4.0348 0.0001
C 1.3257 3.7858 4.0799 0.0001
C 2.5524 3.8437 4.7199 0.0003
C 3.1369 2.7068 5.2695 0.0000
N 0.8457 5.0811 3.6342 0.0003
N 0.1263 5.2182 2.6364 0.0001
C -0.1856 4.0618 1.8263 0.0012
C -1.4948 3.7383 1.6292 -0.0013
C -1.8617 2.5884 0.9082 0.0009
C -0.9258 1.7497 0.3320 0.0014
O -1.2437 0.6277 -0.2735 0.0010
C 0.4511 2.2073 0.3956 0.0068
N 1.3956 1.5355 -0.3397 -0.0049
C 2.6606 1.8558 -0.2741 0.0084
C 3.1129 2.9250 0.5145 -0.0006
C 2.1975 3.6619 1.2055 0.0084
C 0.8239 3.3267 1.1620 0.0002
H 4.3403 -0.6979 6.6747 0.0000
H 4.1879 0.9819 7.2382 0.0000
H 4.9398 0.6331 5.6576 0.0000
H 0.6732 0.4912 4.5678 0.0000
H -0.3388 2.4883 3.5728 0.0000
H 3.0468 4.8042 4.7958 0.0000
H 4.0975 2.7848 5.7572 0.0000
H -2.2597 4.3528 2.0903 -0.0001
H -2.9021 2.2953 0.8430 0.0001
H 3.3353 1.2696 -0.8832 0.0005
H 4.1667 3.1620 0.5380 -0.0003
H 2.5158 4.5160 1.7874 0.0004
C 1.1203 -0.5145 -5.2078 -0.0098
C 1.3613 -1.2771 -3.9048 -0.0291
C 0.5546 -2.5722 -3.8604 -0.0073
C 2.8510 -1.6036 -3.7591 -0.0079
N 1.0007 -0.4228 -2.7916 -0.2710
H 1.4026 -1.1322 -6.0648 -0.0014
H 1.7124 0.4017 -5.2291 -0.0003
H 0.0713 -0.2355 -5.3235 -0.0002
H 0.7377 -3.1616 -4.7636 -0.0010
H -0.5142 -2.3770 -3.8008 -0.0001
H 0.8283 -3.1658 -2.9885 0.0001
H 3.1762 -2.2904 -4.5461 -0.0012
H 3.0363 -2.0738 -2.7925 -0.0002
H 3.4509 -0.6942 -3.8264 -0.0002
S -1.4824 -1.2450 2.2344 0.0010
P -0.1067 -2.3688 1.4267 0.0025
S 0.9930 -1.7387 -0.1943 0.0109
C -0.7767 -3.9822 0.8894 0.0016
C 0.0605 -4.9106 0.2701 0.0004
C -0.4305 -6.1439 -0.1246 0.0000
C -1.7681 -6.4613 0.0920 0.0003
C -2.6036 -5.5423 0.7070 0.0001
C -2.1082 -4.3056 1.1081 0.0005
C 1.1283 -2.8665 2.6751 -0.0006
C 0.6849 -3.6285 3.7572 -0.0002
C 1.5729 -4.0396 4.7364 -0.0001
C 2.9173 -3.6886 4.6506 0.0000
C 3.3610 -2.9224 3.5850 0.0001
C 2.4697 -2.5164 2.5968 0.0011
H 1.1004 -4.6616 0.0920 -0.0001
H 0.2282 -6.8587 -0.6027 0.0000
H -2.1543 -7.4246 -0.2192 0.0000
H -3.6449 -5.7869 0.8807 0.0000
H -2.7489 -3.5778 1.5922 0.0001
H -0.3639 -3.8933 3.8336 0.0000
H 1.2183 -4.6339 5.5699 0.0000
H 3.6133 -4.0146 5.4152 0.0000
H 4.4051 -2.6399 3.5165 0.0000
H 2.8157 -1.9296 1.7556 0.0012
C -4.3389 1.8097 -4.9450 0.0001
N -3.2759 2.4644 -4.1990 0.0007
N -2.4135 1.6818 -3.4405 0.0012
C -1.2381 2.3529 -3.2530 0.0020
O -0.3870 1.9585 -2.4543 0.0139
C -1.3196 3.5286 -4.0605 -0.0001
C -2.5613 3.5418 -4.6264 0.0000
C -3.1583 4.5096 -5.5875 0.0000
C -2.8888 0.6709 -2.5530 0.0006
C -2.3455 -0.6007 -2.6404 -0.0003
C -2.7021 -1.5594 -1.7039 -0.0002
C -3.6229 -1.2488 -0.7123 0.0004
C -4.1934 0.0131 -0.6638 0.0000
C -3.8222 0.9855 -1.5800 0.0000
H -4.6641 0.9393 -4.3825 0.0000
H -4.0036 1.4927 -5.9361 0.0000
H -5.1804 2.4917 -5.0394 0.0000
H -0.5514 4.2781 -4.1486 0.0000
H -2.4182 5.2561 -5.8639 0.0000
H -4.0163 5.0192 -5.1461 0.0000
H -3.4963 4.0107 -6.4976 0.0000
H -1.6281 -0.8109 -3.4183 -0.0003
H -2.2464 -2.5399 -1.7331 -0.0001
H -3.8806 -1.9904 0.0319 0.0000
H -4.9068 0.2514 0.1149 0.0000
H -4.2210 1.9912 -1.5227 0.0000
```

Energy relative to the best compared isomer or geometry (same formula, charge and spin) = 0.00 kJ/mol
DFT total energy = -117020.4497 eV
F_max = 0.029 Eh/bohr
Orbital gap (spin up / spin down) = 0.262 / 0.263 hartree
⟨S²⟩ = 0.83
2S+1 = 2


3.
Formula: C7H12N4O
Source: OMol25
Level of theory: wB97M-V/def2-TZVPD

```
24
Properties=species:S:1:pos:R:3:lowdin_charge:R:1
C 1.9965 -0.4060 0.3304 -0.5665
C -0.3413 0.5982 -2.2152 -0.2475
C 0.1141 -0.5922 2.0620 -0.2313
C 0.2285 0.7193 -3.5760 -0.0426
C -1.8052 0.6390 -2.0373 -0.0335
C -1.2503 -0.0900 2.5334 -0.0112
C 1.0699 -1.1134 3.1128 -0.0110
N 0.5005 0.2480 -1.1812 -0.0255
N -0.2298 0.1347 -0.1029 0.0011
N 1.9608 -0.1615 -0.9022 0.2030
N 0.4909 -0.3426 0.8528 0.0056
O 2.9142 -0.6632 1.0061 0.0968
H 0.1011 1.6563 -3.9290 0.0374
H 1.3075 0.6770 -3.6909 0.0871
H -0.1917 0.1275 -4.3617 0.0825
H -2.2564 1.4732 -2.6632 0.1205
H -2.0883 -0.3465 -2.1431 0.0715
H -1.9726 1.0181 -1.0521 0.0573
H -1.4347 0.9886 2.2729 0.1047
H -1.9982 -0.7179 2.0233 0.0908
H -1.2679 -0.2786 3.5136 0.0187
H 1.9975 -1.3564 2.7336 0.0331
H 1.3650 -0.2878 3.6975 0.0842
H 0.7899 -1.9238 3.7166 0.0747
```

Energy relative to the best compared isomer or geometry (same formula, charge and spin) = 483.12 kJ/mol
DFT total energy = -15456.1041 eV
F_max = 0.133 Eh/bohr
Orbital gap (spin up / spin down) = 0.275 / 0.275 hartree